No. 1
DFT (ωB97M-V/def2-TZVPD) results for a molecular structure, C11H23NO6P.

Atoms and positions in Å:
1 C 2.263 -4.456 -0.567
2 O 2.331 -5.083 0.737
3 C 3.646 -5.333 1.156
4 P 4.586 -3.764 1.535
5 N 4.409 -3.248 3.172
6 C 3.824 -2.135 3.208
7 O 3.134 -1.228 3.036
8 H 3.265 -4.126 -0.952
9 H 1.828 -5.126 -1.346
10 H 1.654 -3.529 -0.443
11 H 3.633 -6.042 2.018
12 H 4.201 -5.859 0.328
13 H 3.978 -2.733 0.755
14 H 5.940 -3.839 1.128
15 O 0.001 -2.219 -2.939
16 C -0.324 -1.331 -2.187
17 O -0.615 -1.618 -0.901
18 C -0.825 -0.627 0.114
19 C -2.260 -0.150 0.124
20 C -0.499 0.081 -2.677
21 H -0.112 0.194 0.015
22 H -0.602 -1.119 1.064
23 H -2.526 0.336 -0.814
24 H -2.425 0.557 0.937
25 H -2.939 -0.997 0.250
26 H -1.500 0.194 -3.093
27 H 0.236 0.263 -3.461
28 H -0.334 0.834 -1.920
29 O -1.375 2.603 -1.693
30 C -1.699 3.496 -0.948
31 O -1.988 3.219 0.334
32 C -2.197 4.218 1.343
33 C -3.634 4.696 1.353
34 C -1.875 4.904 -1.453
35 H -1.484 5.037 1.236
36 H -1.971 3.734 2.294
37 H -3.904 5.177 0.412
38 H -3.795 5.409 2.163
39 H -4.314 3.853 1.488
40 H -2.877 5.010 -1.871
41 H -1.141 5.081 -2.237
42 H -1.712 5.668 -0.696

Summary:
* net charge: +1
* HOMO energy: -11.84 eV
* gap between HOMO and LUMO: 7.398 eV
* energy above the lowest of the compared OMol25 structures with the same formula, charge and spin: 457.1 kJ/mol

No. 2
DFT (ωB97M-V/def2-TZVPD) results for 2 unconnected molecules or ions with the total composition C11H23PS.

Atoms and positions in Å:
1 C 4.112 0.198 0.068
2 C 3.230 0.834 1.097
3 C 3.393 0.008 -1.269
4 C 1.867 0.010 1.318
5 C 2.144 -0.780 -0.958
6 C 1.153 -0.013 0.012
7 C -2.140 1.205 -0.916
8 C -3.462 -1.021 -0.795
9 C -3.851 0.883 0.766
10 C -1.762 -0.397 0.917
11 C -2.737 0.110 -0.038
12 P -0.279 -1.204 0.255
13 S 0.163 -2.720 1.319
14 H 5.002 0.876 -0.059
15 H 4.474 -0.730 0.301
16 H 3.880 0.983 1.906
17 H 2.832 1.904 0.753
18 H 3.085 0.983 -1.683
19 H 4.041 -0.557 -1.957
20 H 2.366 -1.053 1.454
21 H 1.288 0.430 2.234
22 H 1.433 -0.982 -1.868
23 H 2.304 -1.807 -0.516
24 H 0.882 0.940 -0.312
25 H -1.585 0.936 -1.688
26 H -1.529 1.882 -0.227
27 H -2.950 1.754 -1.279
28 H -3.612 -1.840 -0.200
29 H -4.504 -0.584 -1.033
30 H -2.882 -1.370 -1.775
31 H -4.421 0.227 1.366
32 H -3.364 1.617 1.458
33 H -4.568 1.349 0.070
34 H -1.454 0.476 1.516
35 H -2.189 -0.967 1.655
36 H -0.362 -1.581 -1.892

Summary:
* HOMO energy: -8.38 eV
* gap between HOMO and LUMO: 8.053 eV
* energy above the lowest of the compared OMol25 structures with the same formula, charge and spin: 331.9 kJ/mol

No. 3
DFT (ωB97M-V/def2-TZVPD) results for 2 unconnected molecules or ions with the total composition C11H24BBr2ClF2NO4S.

Atoms and positions in Å:
1 C 1.904 5.630 0.711
2 C 0.780 4.618 0.570
3 Br -0.617 5.409 -0.611
4 C 1.133 3.218 0.082
5 Br 2.224 3.315 -1.538
6 B 1.750 2.180 1.198
7 Cl 2.170 0.554 0.357
8 C 2.992 2.625 2.149
9 C 2.710 3.410 3.425
10 F 3.921 3.367 1.371
11 S 0.247 1.598 2.304
12 O -0.919 1.291 1.521
13 O 0.636 0.724 3.374
14 F -0.199 2.952 3.094
15 H 2.576 5.586 -0.144
16 H 1.495 6.636 0.790
17 H 2.476 5.426 1.615
18 H 0.247 4.513 1.511
19 H 0.218 2.750 -0.277
20 H 3.514 1.709 2.445
21 H 1.948 4.180 3.319
22 H 3.638 3.876 3.768
23 H 2.380 2.718 4.202
24 C -1.889 -6.195 -1.238
25 O -2.563 -5.202 -1.976
26 C -3.422 -4.374 -1.197
27 C -2.909 -2.953 -1.138
28 N -1.678 -2.873 -0.377
29 C -1.056 -1.548 -0.352
30 C -0.559 -0.988 -1.675
31 O 0.520 -1.724 -2.237
32 C 0.157 -2.800 -3.065
33 H -1.332 -6.802 -1.950
34 H -1.189 -5.769 -0.511
35 H -2.592 -6.840 -0.699
36 H -3.511 -4.779 -0.184
37 H -4.411 -4.387 -1.664
38 H -3.665 -2.335 -0.642
39 H -2.815 -2.584 -2.171
40 H -1.016 -3.543 -0.750
41 H -0.207 -1.583 0.333
42 H -1.763 -0.838 0.080
43 H -0.178 0.017 -1.487
44 H -1.361 -0.905 -2.422
45 H -0.777 -2.601 -3.603
46 H 0.037 -3.740 -2.514
47 H 0.956 -2.939 -3.796

Summary:
* net charge: -1
* HOMO energy: -6.26 eV
* gap between HOMO and LUMO: 8.919 eV

No. 4
DFT (ωB97M-V/def2-TZVPD) results for a molecular structure, C11H24BrF6O10S2V.

Atoms and positions in Å:
1 O -5.145 -17.680 -6.723
2 V -6.593 -17.074 -6.928
3 Br -6.161 -15.791 -9.137
4 C -9.419 -14.189 -7.469
5 F -9.282 -14.351 -8.789
6 F -8.293 -13.646 -6.992
7 F -10.415 -13.316 -7.269
8 S -9.800 -15.755 -6.628
9 O -8.569 -16.533 -6.908
10 O -9.908 -15.379 -5.262
11 O -10.942 -16.267 -7.315
12 C -6.697 -19.309 -2.932
13 F -7.248 -19.861 -1.857
14 F -5.851 -18.353 -2.522
15 F -5.968 -20.264 -3.540
16 S -7.984 -18.660 -4.044
17 O -8.639 -17.700 -3.238
18 O -7.164 -18.121 -5.132
19 O -8.718 -19.833 -4.416
20 C 0.443 -19.384 -4.124
21 C -0.574 -20.264 -4.818
22 O -1.386 -19.605 -5.771
23 C -1.995 -18.402 -5.337
24 C -2.959 -18.589 -4.185
25 H -0.043 -18.789 -3.347
26 H 1.224 -19.991 -3.666
27 H 0.913 -18.674 -4.807
28 H -0.093 -21.077 -5.364
29 H -1.211 -20.740 -4.057
30 H -1.239 -17.637 -5.119
31 H -2.561 -18.074 -6.209
32 H -2.474 -18.973 -3.279
33 H -3.752 -19.276 -4.455
34 H -3.367 -17.626 -3.871
35 C -5.579 -19.731 -9.114
36 C -6.849 -20.090 -8.379
37 C -6.582 -21.008 -7.213
38 O -7.450 -18.868 -7.870
39 H -5.156 -20.622 -9.583
40 H -4.829 -19.303 -8.451
41 H -5.757 -18.993 -9.900
42 H -7.548 -20.559 -9.074
43 H -6.148 -21.952 -7.557
44 H -7.485 -21.235 -6.641
45 H -5.887 -20.554 -6.503
46 H -8.407 -18.960 -7.854
47 C -3.946 -14.583 -6.457
48 C -4.863 -14.877 -5.291
49 O -6.135 -15.345 -5.749
50 H -4.451 -13.926 -7.163
51 H -3.692 -15.501 -6.989
52 H -3.019 -14.122 -6.115
53 H -5.024 -13.948 -4.737
54 H -4.427 -15.608 -4.609
55 H -6.851 -14.876 -5.309

Summary:
* net charge: -1
* 2S+1: 2
* HOMO energy (alpha / beta): -6.49 / -6.57 eV
* gap between HOMO and LUMO (alpha / beta): 9.024 / 9.167 eV

No. 5
DFT (ωB97M-V/def2-TZVPD) results for 2 unconnected molecules or ions with the total composition C11H24BrN3O4PS.

Atoms and positions in Å:
1 N -2.942 -4.707 0.027
2 C -3.251 -3.452 -0.441
3 N -4.596 -3.061 -1.060
4 C -4.522 -1.592 -1.414
5 C -4.202 -0.655 -0.069
6 P -3.937 1.125 -0.705
7 O -5.491 1.550 -1.453
8 Br -2.428 1.253 -2.395
9 C -2.905 -1.338 0.663
10 C -1.876 -0.287 1.387
11 C -0.455 -0.164 0.526
12 C 0.442 1.150 0.922
13 C 1.646 1.425 -0.198
14 O 2.327 0.194 -0.635
15 C 2.411 0.134 -2.123
16 O 2.318 -1.052 -2.779
17 N -2.221 -2.311 -0.307
18 H -1.964 -5.054 -0.120
19 H -3.686 -5.222 0.574
20 H -4.800 -3.618 -1.919
21 H -3.721 -1.384 -2.272
22 H -5.563 -1.261 -1.895
23 H -5.123 -0.787 0.664
24 H -5.562 1.074 -2.354
25 H -3.336 -2.032 1.534
26 H -2.339 0.749 1.672
27 H -1.557 -0.794 2.419
28 H 0.191 -1.115 0.851
29 H -0.608 -0.244 -0.632
30 H 1.011 0.922 1.943
31 H -0.222 2.096 1.125
32 H 1.217 2.047 -1.118
33 H 2.450 2.100 0.320
34 H 2.602 1.077 -2.813
35 H -1.420 -2.768 0.217
36 C 6.064 1.604 0.270
37 S 5.410 2.311 1.802
38 O 4.193 3.113 1.444
39 C 6.769 3.476 2.066
40 H 5.350 0.867 -0.104
41 H 6.198 2.389 -0.477
42 H 7.018 1.112 0.474
43 H 6.860 4.146 1.208
44 H 7.700 2.923 2.211
45 H 6.554 4.063 2.962

Summary:
* net charge: +1
* HOMO energy: -10.78 eV
* gap between HOMO and LUMO: 6.071 eV

No. 6
DFT (ωB97M-V/def2-TZVPD) results for a molecular structure, C11H24Cl2IrN2O3P.

Atoms and positions in Å:
1 C 0.524 -2.949 -1.040
2 C -0.382 -1.922 -0.401
3 H -0.096 -3.760 -1.445
4 H 1.167 -3.373 -0.258
5 H 1.153 -2.538 -1.834
6 O -1.423 -2.194 0.163
7 Cl 2.098 -0.734 -0.208
8 Ir -0.179 0.250 -0.065
9 P 0.057 0.818 -2.204
10 C -1.490 1.410 -2.957
11 C 1.255 2.176 -2.420
12 H 1.633 -0.784 -3.116
13 H 0.632 -0.029 -4.391
14 H -0.059 -1.315 -3.369
15 C 0.621 -0.456 -3.379
16 H 2.160 1.938 -1.854
17 H 1.499 2.291 -3.482
18 H -1.322 1.652 -4.014
19 H -1.837 2.303 -2.428
20 H 0.825 3.103 -2.029
21 H -2.255 0.629 -2.886
22 C -1.967 0.774 -0.051
23 O -3.070 1.130 -0.012
24 Cl 0.415 2.379 0.744
25 C 2.355 -0.163 3.013
26 N 1.199 -0.107 3.885
27 C 1.483 -0.017 5.308
28 C -0.022 -0.147 3.298
29 O -0.065 -0.359 2.045
30 N -1.203 -0.040 3.961
31 C -1.474 0.088 5.385
32 C -2.407 0.014 3.163
33 H 3.247 -0.142 3.642
34 H 2.359 0.695 2.332
35 H 2.345 -1.073 2.409
36 H 1.113 0.922 5.739
37 H 1.092 -0.883 5.857
38 H 2.573 -0.026 5.412
39 H -1.927 1.069 5.594
40 H -2.210 -0.680 5.665
41 H -0.588 -0.039 5.994
42 H -2.482 0.975 2.637
43 H -2.422 -0.795 2.420
44 H -3.258 -0.081 3.835

Summary:
* net charge: +2
* 2S+1: 5
* HOMO energy (alpha / beta): -12.28 / -15.97 eV
* gap between HOMO and LUMO (alpha / beta): 5.898 / 5.174 eV
* energy above the lowest of the compared OMol25 structures with the same formula, charge and spin: 0.0 kJ/mol

No. 7
DFT (ωB97M-V/def2-TZVPD) results for 6 unconnected molecules or ions with the total composition C11H24Cl6N2O7.

Atoms and positions in Å:
1 Cl 5.181 3.545 2.292
2 C 5.528 3.012 0.657
3 C 4.294 2.534 -0.062
4 Cl 3.575 1.053 0.617
5 H 6.290 2.240 0.717
6 H 5.899 3.852 0.069
7 H 4.494 2.341 -1.120
8 H 3.470 3.242 -0.161
9 Cl -0.019 -1.683 0.230
10 C 0.147 -0.191 1.231
11 C -0.724 0.921 0.724
12 Cl -0.181 1.584 -0.826
13 H 1.208 0.023 1.212
14 H -0.163 -0.545 2.211
15 H -0.882 1.692 1.479
16 H -1.752 0.582 0.571
17 Cl -4.632 0.134 -0.270
18 C -3.986 0.895 -1.767
19 C -3.795 2.377 -1.467
20 Cl -3.437 3.211 -3.009
21 H -4.746 0.789 -2.536
22 H -3.071 0.381 -2.044
23 H -3.005 2.540 -0.741
24 H -4.746 2.753 -1.101
25 C 1.739 3.118 3.780
26 N 0.971 4.075 2.915
27 O 0.720 5.162 3.372
28 O 0.634 3.677 1.817
29 H 1.257 3.255 4.748
30 H 2.775 3.430 3.840
31 H 1.577 2.104 3.441
32 C 3.610 -2.997 -0.416
33 N 4.336 -3.205 -1.700
34 O 5.511 -2.930 -1.727
35 O 3.696 -3.606 -2.639
36 H 2.702 -2.432 -0.615
37 H 4.243 -2.388 0.218
38 H 3.323 -3.966 -0.021
39 C -4.697 -2.539 -2.997
40 O -4.622 -3.217 -1.759
41 C -3.443 -3.338 -1.170
42 O -2.397 -2.919 -1.599
43 O -3.623 -4.041 -0.057
44 C -2.492 -4.308 0.754
45 H -3.943 -2.854 -3.718
46 H -4.606 -1.467 -2.816
47 H -5.674 -2.736 -3.430
48 H -2.760 -4.630 1.756
49 H -1.877 -3.413 0.800
50 H -1.905 -5.118 0.315

Summary:
* SMILES: C[N+](=O)[O-].C[N+](=O)[O-].COC(=O)OC.ClCCCl.ClCCCl.ClCCCl
* HOMO energy: -10.65 eV
* gap between HOMO and LUMO: 10.779 eV
* energy above the lowest of the compared OMol25 structures with the same formula, charge and spin: 0.0 kJ/mol

No. 8
DFT (ωB97M-V/def2-TZVPD) results for a molecular structure, C11H24ClCuN3OTa.

Atoms and positions in Å:
1 N 1.833 -0.270 0.315
2 C 2.941 -0.946 0.633
3 O 3.907 -1.166 -0.150
4 Cu 2.632 -0.601 -1.893
5 Ta 0.000 0.000 0.000
6 N -0.561 -1.489 -1.266
7 N -0.308 1.704 -1.018
8 C -0.424 -2.936 -0.928
9 C 0.312 3.051 -1.116
10 C 0.767 -3.543 -1.705
11 C -1.722 -3.703 -1.260
12 C -0.148 -3.062 0.581
13 C 0.012 3.679 -2.495
14 C -0.223 3.966 0.009
15 C 1.836 2.914 -0.963
16 H 0.674 -3.360 -2.791
17 H 0.825 -4.636 -1.555
18 H 1.716 -3.110 -1.339
19 H -2.586 -3.225 -0.766
20 H -1.648 -4.743 -0.896
21 H -1.918 -3.742 -2.345
22 H 0.750 -2.486 0.876
23 H 0.039 -4.115 0.851
24 H -1.010 -2.706 1.169
25 H 0.320 2.995 -3.306
26 H 0.568 4.625 -2.608
27 H -1.060 3.906 -2.620
28 H -1.324 4.037 -0.027
29 H 0.184 4.988 -0.087
30 H 0.064 3.563 0.994
31 H 2.087 2.390 -0.026
32 H 2.314 3.908 -0.959
33 H 2.249 2.345 -1.820
34 C -1.712 1.623 -1.427
35 H -2.119 0.623 -1.153
36 H -2.360 2.370 -0.925
37 H -1.848 1.709 -2.523
38 C -1.149 -1.203 -2.577
39 H -2.241 -1.398 -2.610
40 H -0.985 -0.142 -2.827
41 H -0.685 -1.810 -3.382
42 Cl -0.436 -0.067 2.474

Summary:
* net charge: +2
* HOMO energy (alpha / beta): -16.64 / -16.64 eV
* gap between HOMO and LUMO (alpha / beta): 5.445 / 5.445 eV

No. 9
DFT (ωB97M-V/def2-TZVPD) results for 2 unconnected molecules or ions with the total composition C11H24ClF2NO2S.

Atoms and positions in Å:
1 C -1.821 1.447 -1.212
2 C -1.974 0.725 -2.562
3 C -0.711 0.727 -3.432
4 Cl -1.187 0.883 -5.152
5 N 0.125 -0.495 -3.280
6 C 0.011 -1.233 -1.995
7 C -0.955 -2.408 -2.086
8 F -0.246 -3.599 -2.000
9 S 1.709 -0.192 -3.659
10 O 2.442 0.271 -2.533
11 O 1.800 0.432 -4.922
12 F 2.133 -1.684 -3.847
13 H -0.952 2.106 -1.207
14 H -1.707 0.751 -0.380
15 H -2.692 2.066 -1.002
16 H -2.751 1.206 -3.149
17 H -2.310 -0.302 -2.418
18 H -0.123 1.620 -3.210
19 H 0.983 -1.650 -1.737
20 H -0.247 -0.550 -1.193
21 H -1.493 -2.405 -3.033
22 H -1.665 -2.405 -1.255
23 C 1.594 1.262 0.838
24 C 1.719 0.000 1.684
25 C 0.372 -0.652 1.995
26 C -0.610 0.234 2.766
27 C -0.081 0.764 4.097
28 C 0.284 -0.335 5.089
29 H 1.036 2.045 1.355
30 H 2.571 1.668 0.574
31 H 1.073 1.039 -0.095
32 H 2.249 0.230 2.612
33 H 2.341 -0.727 1.156
34 H 0.541 -1.580 2.547
35 H -0.102 -0.951 1.052
36 H -1.524 -0.341 2.952
37 H -0.909 1.080 2.141
38 H -0.842 1.412 4.540
39 H 0.791 1.401 3.922
40 H -0.577 -0.976 5.292
41 H 0.618 0.085 6.038
42 H 1.088 -0.969 4.712

Summary:
* SMILES: CC[C@H](Cl)N(CCF)S(=O)(=O)F.CCCCCC
* HOMO energy: -10.72 eV
* gap between HOMO and LUMO: 11.341 eV

No. 10
DFT (ωB97M-V/def2-TZVPD) results for a molecular structure, C11H24ClMgN3O5.

Atoms and positions in Å:
1 Mg -0.666 -1.040 -0.946
2 C 0.600 -3.915 -3.239
3 C 0.256 -2.747 -2.339
4 O 0.298 -1.539 -2.705
5 O -0.179 -2.974 -1.180
6 H -0.171 -4.683 -3.191
7 H 1.548 -4.384 -2.975
8 H 0.663 -3.631 -4.291
9 Cl -2.868 -0.798 -1.746
10 C 2.379 -0.241 0.241
11 O 1.281 -0.715 0.051
12 N 3.124 0.373 -0.696
13 C 4.517 0.688 -0.463
14 C 2.665 0.508 -2.066
15 H 2.938 -0.293 1.187
16 H 4.716 1.728 -0.710
17 H 5.201 -0.004 -0.958
18 H 4.748 0.540 0.597
19 H 3.019 1.457 -2.483
20 H 3.101 -0.254 -2.714
21 H 1.583 0.499 -2.107
22 C -0.759 2.168 -1.281
23 O -0.514 0.995 -1.078
24 N -1.828 2.810 -0.792
25 C -2.046 4.220 -1.010
26 C -2.745 2.126 0.099
27 H -0.145 2.832 -1.908
28 H -3.114 4.363 -1.164
29 H -1.451 4.712 -1.777
30 H -1.767 4.802 -0.118
31 H -3.766 2.415 -0.154
32 H -2.698 1.046 -0.025
33 H -2.518 2.369 1.142
34 C -1.688 -1.724 2.062
35 O -1.331 -1.273 0.987
36 N -1.336 -1.205 3.236
37 C -1.821 -1.753 4.519
38 C -0.414 -0.086 3.334
39 H -2.373 -2.579 2.123
40 H -1.457 -2.765 4.665
41 H -2.907 -1.661 4.508
42 H -1.471 -1.103 5.315
43 H -0.134 0.276 2.346
44 H -0.963 0.737 3.803
45 H 0.491 -0.296 3.901

Summary:
* HOMO energy: -7.89 eV
* gap between HOMO and LUMO: 8.207 eV
* energy above the lowest of the compared OMol25 structures with the same formula, charge and spin: 37.5 kJ/mol

No. 11
DFT (ωB97M-V/def2-TZVPD) results for a molecular structure, C11H24ClO4P2Pm.

Atoms and positions in Å:
1 C 0.254 0.194 -4.254
2 C 1.113 0.372 -3.163
3 H 0.809 0.051 -5.197
4 H -0.442 1.078 -4.271
5 H -0.371 -0.711 -4.031
6 O 1.884 0.382 -2.282
7 Cl -1.413 0.075 -1.836
8 Pm -0.912 -0.037 1.008
9 P 0.062 2.492 -0.072
10 C 1.578 3.421 0.297
11 C -0.243 3.222 -1.726
12 H -0.420 4.299 -1.607
13 H -1.099 4.484 0.650
14 H -1.112 2.750 -2.191
15 H -2.193 3.059 0.739
16 H 2.365 3.117 -0.404
17 H 0.625 3.067 -2.371
18 C -1.174 3.424 0.933
19 H 1.389 4.500 0.193
20 H -0.957 3.299 2.005
21 H 1.912 3.196 1.315
22 P 0.274 -2.403 -0.326
23 C 1.763 -3.282 0.221
24 C -1.036 -3.404 0.505
25 H -0.710 -2.729 -2.523
26 H 0.180 -4.173 -1.962
27 H 1.056 -2.748 -2.586
28 C 0.188 -3.077 -2.013
29 H -2.044 -3.101 0.180
30 H -0.865 -4.445 0.217
31 H 1.633 -4.352 0.039
32 H 1.934 -3.095 1.280
33 H -0.963 -3.286 1.590
34 H 2.633 -2.916 -0.331
35 C 1.563 0.181 0.730
36 O 2.699 0.066 0.527
37 C -1.505 -0.480 5.047
38 C -1.313 -0.340 3.572
39 O -0.495 -1.108 2.932
40 O -1.946 0.557 2.895
41 H -0.653 -0.947 5.539
42 H -2.366 -1.138 5.207
43 H -1.685 0.482 5.525

Summary:
* net charge: +2
* 2S+1: 5
* HOMO energy (alpha / beta): -15.38 / -15.43 eV
* gap between HOMO and LUMO (alpha / beta): 7.767 / 7.812 eV

no.,E_tot (Ha)
1,-1280.17328
2,-1172.33206
3,-7020.37158
4,-6099.76525
5,-4211.85019
6,-2134.13431
7,-3830.68884
8,-2830.05800
9,-1696.85094
10,-1634.49977
11,-2485.27884